Entry from OMol25: a 9-piece molecular cluster, C34H61N11O10 overall in a non-equilibrium geometry (wB97M-V/def2-TZVPD).

The geometry in XYZ format:
```
116
Properties=species:S:1:pos:R:3:forces:R:3:lowdin_charge:R:1
C 3.263 2.879 5.540 -0.868 1.414 0.068 -0.107
C 2.221 2.245 4.627 -0.827 -0.010 -3.022 -0.653
C 2.365 0.711 4.654 0.030 -0.723 0.618 -0.099
O 0.940 2.825 4.465 1.362 -1.085 1.305 -0.355
H 3.629 3.780 5.048 -0.134 0.297 -0.071 0.054
H 4.184 2.328 5.730 -0.354 -0.539 0.478 0.057
H 2.668 3.246 6.376 0.557 -0.234 0.835 0.059
H 2.687 2.413 3.656 0.420 0.196 -0.826 0.071
H 3.286 0.452 4.131 0.314 -0.021 -0.194 0.040
H 1.593 0.121 4.159 -0.329 0.445 0.096 0.043
H 2.536 0.259 5.631 -0.347 0.067 0.536 0.053
C 1.169 -0.271 1.559 -0.960 -0.068 -0.959 -0.073
C 1.085 -1.156 0.309 0.833 2.385 -0.104 -0.542
C -0.100 -0.721 -0.692 1.010 -1.433 1.462 -0.025
O 2.302 -1.021 -0.333 0.558 -0.511 -1.211 -0.360
H 1.277 0.773 1.267 -0.418 0.216 -0.159 0.072
H 2.069 -0.442 2.150 -0.568 -0.860 0.329 0.053
H 0.202 -0.409 2.042 0.290 0.357 0.980 0.066
H 0.982 -2.181 0.664 -0.753 -0.558 -0.146 0.106
H -1.088 -0.774 -0.234 -0.152 -0.308 0.088 0.053
H 0.047 -1.528 -1.409 -0.671 0.421 -0.664 0.048
H -0.029 0.283 -1.110 0.576 -0.308 0.047 0.028
C -7.964 -7.601 2.081 -1.209 2.480 -1.057 -0.076
C -8.602 -6.355 1.875 -2.451 -1.693 -0.037 -0.089
C -8.101 -5.103 1.983 0.979 -0.445 0.603 -0.009
C -6.746 -5.034 2.334 1.245 -2.765 0.238 -0.101
C -5.980 -6.233 2.579 -2.496 -0.163 0.219 -0.013
C -6.687 -7.500 2.454 3.311 0.279 0.301 -0.027
C -4.540 -6.230 3.038 1.001 -1.465 -1.285 -0.283
O -3.968 -7.301 3.295 -1.140 1.633 0.088 0.059
C -3.775 -4.966 2.869 -1.009 2.262 -0.374 -0.076
C -2.381 -4.956 3.036 -0.947 2.015 -1.091 0.019
C -1.697 -3.700 2.785 -0.955 -0.422 0.857 -0.027
C -2.403 -2.515 2.563 -0.349 -1.766 -1.101 -0.030
C -3.803 -2.558 2.356 0.483 0.923 0.515 -0.017
C -4.530 -3.706 2.475 0.004 -2.989 1.356 -0.030
C -6.096 -3.760 2.401 1.124 3.622 -0.011 -0.262
O -6.799 -2.733 2.374 1.697 -1.548 0.032 0.078
H -8.484 -8.494 1.768 0.142 -0.217 0.495 0.108
H -9.662 -6.469 1.699 -0.314 0.315 -0.407 0.097
H -8.734 -4.235 1.872 0.301 0.102 -0.106 0.123
H -6.145 -8.431 2.534 0.547 0.148 0.389 0.111
H -1.913 -5.909 3.233 0.311 0.171 0.154 0.108
H -0.627 -3.578 2.864 0.165 -0.482 0.004 0.099
H -1.868 -1.610 2.314 -0.008 0.192 0.477 0.088
H -4.263 -1.594 2.194 -0.402 -0.045 -0.192 0.115
C 4.332 1.931 0.502 -1.679 -0.124 -2.130 -0.854
O 5.046 2.843 0.380 4.596 4.857 0.082 0.063
N 3.557 1.545 -0.484 -2.663 -1.327 -3.396 0.171
N 4.136 1.189 1.518 -0.423 -3.480 5.922 0.198
H 3.475 1.996 -1.384 0.361 0.215 0.532 0.092
H 2.963 0.746 -0.310 -0.362 -0.526 -0.544 0.036
H 4.575 1.293 2.421 0.185 0.570 -0.446 0.120
H 3.305 0.621 1.596 0.336 0.151 -0.315 0.055
C -2.191 1.646 2.393 0.719 -1.750 5.595 -0.826
O -2.733 0.997 3.295 -0.273 -0.865 -0.407 0.002
N -1.051 2.216 2.443 4.422 2.058 0.192 0.198
N -2.733 1.961 1.297 -5.838 0.101 -6.739 0.160
H -0.976 2.957 1.761 0.890 -0.077 0.516 0.108
H -0.306 2.097 3.114 0.488 0.501 1.248 0.068
H -3.518 1.351 1.117 -0.315 0.432 -0.395 0.115
H -2.218 2.229 0.470 0.010 -0.291 0.367 0.067
C 5.133 -2.485 1.052 0.549 -0.697 -0.855 -0.869
O 6.068 -2.856 1.665 4.947 -0.455 2.606 0.049
N 4.077 -3.194 1.044 -5.501 -4.471 1.503 0.169
N 4.993 -1.582 0.148 1.854 4.483 -2.755 0.161
H 4.217 -4.090 1.490 -0.784 0.219 -0.009 0.119
H 3.248 -2.922 0.535 -0.022 -0.316 0.003 0.088
H 5.785 -0.981 -0.031 -0.490 0.426 0.314 0.123
H 4.033 -1.269 0.112 -0.501 1.003 -0.724 0.038
C 2.464 0.175 -4.504 -0.913 -0.199 -1.344 -0.762
O 1.809 0.403 -5.508 -1.052 0.599 -0.576 0.000
N 1.992 0.172 -3.269 -1.869 0.727 2.019 0.192
N 3.722 -0.173 -4.586 3.979 -0.541 0.149 0.169
H 2.487 -0.011 -2.407 0.096 -0.275 -0.033 0.064
H 1.003 0.336 -3.147 0.251 -0.137 -0.151 0.085
H 4.219 -0.427 -3.745 -0.128 0.004 -0.380 0.081
H 4.240 -0.226 -5.451 -0.628 0.094 0.158 0.119
C 3.145 -3.157 -3.255 -0.845 -2.313 -3.193 -0.776
O 3.483 -3.831 -4.218 0.273 -0.643 -0.625 -0.008
N 1.925 -3.056 -2.762 -1.990 0.885 2.068 0.180
N 3.966 -2.391 -2.607 3.972 2.829 1.994 0.145
H 2.030 -2.391 -2.008 -1.515 0.171 0.702 0.046
H 1.008 -3.442 -2.934 0.909 -0.246 -0.601 0.116
H 3.734 -1.782 -1.835 -0.482 -0.409 0.263 0.054
H 4.926 -2.267 -2.894 -0.316 -0.705 -0.170 0.119
C 1.247 6.152 -2.527 -0.419 1.560 0.925 -0.039
C 0.723 4.732 -2.762 1.385 0.378 -0.569 -0.493
C 0.610 4.059 -1.395 0.848 0.747 1.009 -0.164
C -0.071 2.734 -1.343 -0.600 0.352 -2.006 -0.180
C -1.528 3.084 -1.840 0.709 -0.878 -0.348 -0.105
C -1.635 3.725 -3.295 0.729 0.129 0.523 -0.403
N -0.553 4.786 -3.464 -1.677 -1.553 3.249 -0.142
O -0.506 5.328 -4.679 -0.344 1.584 -2.172 -0.012
C -1.527 2.566 -4.358 0.115 0.229 0.812 -0.027
C -3.048 4.374 -3.487 0.515 -0.283 -0.196 -0.041
C 1.785 3.971 -3.587 -0.986 -1.115 -0.569 -0.021
H 0.717 6.533 -1.654 -0.062 0.170 0.162 0.075
H 1.104 6.947 -3.260 -0.586 -0.616 -0.740 0.073
H 2.299 6.326 -2.300 0.267 -1.039 0.180 0.084
H 1.639 3.991 -1.040 0.164 -0.205 0.071 0.124
H 0.144 4.675 -0.626 -0.260 0.609 -0.297 0.122
H -0.005 2.308 -0.342 -0.251 -0.080 -0.082 0.094
H 0.505 2.131 -2.044 -0.378 -0.628 0.083 0.072
H -1.874 3.627 -0.961 -0.624 0.945 -0.638 0.100
H -2.209 2.238 -1.943 0.140 -0.430 0.300 0.104
H -0.680 1.893 -4.222 0.556 0.494 -0.103 0.060
H -2.338 1.843 -4.260 -0.531 0.398 -0.027 0.076
H -1.537 2.992 -5.361 0.082 -0.155 -0.021 0.078
H -3.127 4.899 -4.438 0.370 0.126 -0.046 0.070
H -3.797 3.586 -3.571 -0.012 -0.170 0.303 0.071
H -3.351 5.066 -2.701 0.298 -0.067 0.135 0.077
H 1.992 4.402 -4.567 0.165 0.429 0.111 0.078
H 1.299 3.027 -3.832 0.329 -0.426 -0.115 0.059
H 2.729 3.724 -3.101 -0.102 0.392 0.223 0.089
H 0.105 4.866 -5.256 0.317 -0.657 -0.152 0.089
```
Forces are in eV/Å.

Results
Orbital gap ... 3.030 eV
Energy ... -2686.847918 Ha
Charge ... -2
HOMO energy ... -0.052 hartree
Lowest unoccupied orbital energy ... 1.6 eV